1.
{
  "formula": "C8H16N2O4",
  "method": "ωB97M-V with the def2-TZVPD basis set",
  "smiles": "CC(C)[C@H](NC(=O)[C@@H](N)CO)C(=O)O",
  "elements": ["C", "H", "H", "C", "O", "H", "N", "C", "H", "N", "H", "C", "H", "H", "C", "H", "O", "H", "H", "C", "H", "H", "O", "O", "H", "H", "H", "C", "H", "C"],
  "positions_angstrom": [[-0.323, -2.217, -0.541], [-0.732, -4.314, -0.796], [1.170, -3.398, 0.609], [-2.061, 0.667, 0.546], [-2.691, 0.308, -0.573], [-0.211, -3.434, -2.279], [-0.328, 0.229, -1.239], [-0.514, 0.948, 0.029], [2.031, 0.798, 0.098], [-0.736, -3.420, -1.316], [0.118, 2.821, -0.672], [1.794, 1.901, 0.017], [-0.095, 0.749, -2.031], [-1.107, -1.902, 0.017], [0.347, 2.185, 0.194], [-0.161, 0.203, 0.662], [0.649, -1.510, 1.455], [2.430, 2.441, 0.751], [2.026, 2.025, -1.119], [0.101, 2.871, 1.536], [-0.913, 2.819, 2.119], [0.832, 2.601, 2.341], [0.306, -1.358, -2.647], [-2.463, 0.886, 1.658], [-3.740, 0.255, -0.389], [0.318, 3.904, 1.411], [1.577, -1.270, 1.734], [0.826, -2.416, 0.289], [1.625, -2.281, -0.352], [-0.075, -1.092, -1.509]],
  "forces_ev_per_a": [[-1.0, -2.1, -2.8], [0.4, 1.1, -0.5], [-1.4, -0.6, 0.5], [2.3, 3.3, -1.1], [-4.8, -0.5, 1.1], [-1.3, -0.1, 2.7], [0.3, -0.4, 1.2], [-1.8, -3.0, 0.1], [-0.3, 1.0, 0.5], [1.1, 0.4, -2.0], [-0.5, 0.5, 0.6], [1.9, -2.0, -2.1], [0.2, 1.1, -1.4], [-2.7, 0.6, 2.1], [-2.1, 0.3, 0.1], [1.4, -0.8, 1.9], [2.7, -0.6, -0.9], [-0.2, -0.1, -1.0], [0.3, 0.4, 2.1], [-1.1, 0.0, 2.4], [1.6, -0.2, -1.8], [-0.4, -0.4, -0.9], [0.1, -0.2, 0.3], [-0.2, -0.8, -1.0], [3.3, 0.0, -0.4], [0.0, 1.2, -0.2], [-1.6, -0.3, -0.2], [1.1, -0.1, 3.3], [2.5, 1.7, -1.0], [0.1, 0.8, -1.8]],
  "mulliken_charge": [0.226, 0.252, 0.405, 0.372, -0.449, 0.273, 0.040, -0.266, 0.183, -0.707, 0.435, -1.259, 0.227, 0.355, 0.931, 0.050, -0.555, 0.412, 0.272, -1.632, 0.259, 0.333, -0.730, -0.576, 0.418, 0.476, 0.310, -0.812, 0.373, 0.386]
}

---

2.
{
  "formula": "C8H16N3",
  "method": "ωB97M-V with the def2-TZVPD basis set",
  "total_charge": 1,
  "elements": ["C", "H", "H", "H", "C", "H", "H", "H", "C", "H", "H", "C", "C", "H", "H", "H", "N", "N", "H", "H", "H", "C", "C", "C", "H", "H", "N"],
  "positions_angstrom": [[-0.459, -1.486, -0.009], [-1.416, 0.498, -2.679], [-1.269, -0.645, 1.846], [0.520, -3.279, -0.639], [-0.868, -1.117, -1.350], [-2.366, -1.677, 0.750], [0.350, 0.930, 2.852], [1.441, -1.763, -0.442], [0.626, 0.762, 0.684], [-1.615, -1.933, -1.727], [0.069, -1.230, -1.881], [0.731, -2.365, 0.012], [0.640, 1.303, 1.891], [2.535, 4.522, 0.536], [0.844, -2.780, 1.026], [-1.152, -2.540, 1.759], [1.321, 2.577, 1.734], [2.539, 3.622, 0.022], [1.641, 1.219, -1.151], [3.290, 3.448, -0.617], [-1.065, 0.933, -0.940], [-1.526, 0.196, -1.654], [1.792, 2.637, 0.484], [-1.377, -1.543, 1.178], [1.293, 3.181, 2.564], [-2.679, 0.175, -1.344], [1.438, 1.567, -0.180]],
  "forces_ev_per_a": [[0.3, 0.9, 2.1], [-0.1, 0.0, -0.4], [-0.4, -1.1, -0.7], [0.2, 1.1, 0.5], [-1.0, -1.1, -1.6], [-0.5, 0.5, 0.4], [-0.4, 0.2, 0.2], [2.3, 0.4, -0.4], [-0.1, -3.4, -1.8], [1.5, 0.8, 0.7], [-0.1, 0.0, -0.9], [-2.3, -2.2, 0.7], [0.6, 1.7, -0.9], [0.3, -1.2, -0.7], [0.9, 0.6, -0.5], [-0.3, 2.1, -0.8], [-1.0, -1.6, 1.5], [0.5, 2.6, 0.2], [-0.1, 1.3, 1.6], [0.0, 0.1, -0.2], [-0.5, -0.3, -1.0], [-2.3, 1.1, 2.7], [0.5, 1.0, 1.2], [0.5, -1.5, 0.7], [0.8, 0.3, -1.3], [2.4, 0.1, -0.9], [-1.5, -2.4, -0.5]],
  "mulliken_charge": [1.146, 0.339, 0.213, 0.394, -0.515, 0.328, 0.433, 0.400, -0.116, 0.367, 0.393, -1.609, -0.833, 0.234, 0.425, 0.355, -0.118, -0.400, 0.325, 0.226, 0.342, -1.131, 0.280, -1.012, 0.237, 0.306, -0.007]
}

---

3.
{
  "formula": "C8H16N3",
  "method": "ωB97M-V with the def2-TZVPD basis set",
  "smiles": "Cc1cnn(C)c1C(C)(C)[NH3+]",
  "total_charge": 1,
  "elements": ["N", "H", "H", "C", "H", "C", "H", "C", "H", "C", "C", "H", "H", "H", "H", "H", "C", "N", "C", "H", "H", "C", "H", "H", "N", "H", "H"],
  "positions_angstrom": [[-1.352, -0.974, -0.976], [-1.602, 0.173, 2.155], [-2.795, 0.804, -0.481], [1.085, 2.547, -0.117], [-1.410, 1.877, -1.215], [1.458, 1.137, -0.086], [-1.202, -0.473, -1.866], [1.043, -2.423, 0.097], [-0.818, -1.819, -1.042], [2.790, 0.566, 0.013], [-1.474, -0.577, 1.415], [-0.955, -1.506, 1.733], [1.958, -2.944, 0.457], [3.678, 1.115, -0.112], [0.574, 2.733, 0.723], [0.765, -2.886, -0.915], [-0.891, -0.033, 0.131], [2.748, -0.742, 0.005], [0.599, 0.080, -0.001], [0.402, 2.662, -0.931], [-2.299, -1.162, -0.822], [-1.749, 1.280, -0.263], [1.959, 3.057, -0.127], [-2.454, -0.862, 1.092], [1.434, -1.051, 0.024], [-1.728, 2.142, 0.442], [0.237, -2.722, 0.670]],
  "forces_ev_per_a": [[1.8, 1.3, -1.0], [0.3, 0.5, 0.8], [1.5, 1.7, 0.7], [-0.5, -2.3, -2.1], [-0.5, -1.8, 1.3], [0.9, -1.3, 0.8], [-0.3, -0.3, 0.2], [2.6, -1.5, -2.5], [0.4, -0.9, 0.2], [-2.4, 0.4, -1.1], [0.6, -1.4, -0.9], [-0.3, 0.9, 0.3], [-0.8, 0.0, -0.4], [1.1, 0.3, 0.2], [-1.9, 1.2, 3.3], [0.8, 0.6, 0.7], [-0.1, 2.2, -0.8], [-0.9, -0.2, 0.4], [1.4, -1.2, 0.1], [0.1, 0.9, -0.8], [-2.0, -0.6, -0.1], [0.0, 0.0, -1.6], [2.3, 2.4, -0.5], [-1.0, -0.3, 0.5], [-1.1, 0.6, 0.4], [-0.4, -1.3, 0.2], [-1.5, 0.2, 1.9]],
  "mulliken_charge": [-0.172, 0.404, 0.343, -1.584, 0.377, 1.235, 0.378, -1.179, 0.202, -0.640, -1.037, 0.227, 0.321, 0.481, 0.432, 0.420, 1.011, -1.064, -1.054, 0.311, 0.373, -1.461, 0.433, 0.478, 0.971, 0.404, 0.394]
}

---

4.
{
  "formula": "C8H16N3O",
  "method": "ωB97M-V with the def2-TZVPD basis set",
  "smiles": "CC(C)[C@H]1[NH2+]C[C@]12NCNC2=O",
  "total_charge": 1,
  "elements": ["C", "N", "C", "C", "H", "H", "H", "H", "H", "O", "H", "C", "H", "H", "H", "C", "H", "H", "H", "C", "H", "H", "N", "H", "H", "C", "C", "N"],
  "positions_angstrom": [[-1.513, 2.475, -0.328], [1.366, -1.979, -0.362], [2.262, 0.297, 0.233], [-1.168, 0.979, -0.254], [-2.655, 0.765, -1.821], [-1.422, -0.365, -1.956], [0.917, 1.266, 1.370], [2.976, 0.177, -0.636], [-2.246, 2.755, 0.441], [0.459, -0.044, 2.350], [-0.597, 3.046, -0.136], [1.192, -0.721, 0.150], [1.643, 2.266, 0.121], [-1.534, 0.635, 0.692], [-1.906, 2.678, -1.312], [0.212, -2.732, 0.174], [0.564, -3.748, 0.157], [-2.674, -0.633, -0.671], [0.581, 0.789, -1.521], [-1.984, 0.115, -1.207], [1.523, -2.183, -1.358], [2.947, 0.183, 1.175], [1.297, 1.395, 0.349], [-0.798, -2.534, -0.394], [-0.369, -2.535, 2.325], [0.499, -0.882, 1.459], [0.291, 0.709, -0.526], [0.134, -2.173, 1.487]],
  "forces_ev_per_a": [[0.5, -0.3, 0.4], [-1.1, -1.1, -0.8], [3.8, -1.6, 1.8], [-0.4, -0.2, -0.3], [0.2, -0.5, 0.6], [1.0, -1.0, -0.7], [0.5, 0.4, -1.0], [-1.2, 1.1, 0.5], [0.2, -0.1, -0.4], [-0.4, 0.2, 0.0], [-0.4, 0.3, -0.1], [-1.6, 3.1, -1.4], [0.6, 2.6, -0.5], [0.8, -0.1, 1.0], [0.0, 0.5, -0.2], [-0.5, -0.2, -1.3], [-0.7, -0.7, 0.2], [1.2, 1.0, -0.8], [0.4, 0.4, -1.9], [-2.8, 0.3, 0.1], [0.0, 0.7, 0.7], [-1.3, 0.4, -1.6], [-0.7, -1.9, 1.1], [1.9, -0.6, 0.7], [0.5, 0.2, -1.3], [0.9, -1.3, 0.7], [-0.2, -2.1, 2.6], [-1.3, 0.4, 2.1]],
  "mulliken_charge": [-1.166, -0.408, -0.875, 0.968, 0.343, 0.429, 0.493, 0.390, 0.333, -0.670, 0.310, 0.704, 0.252, 0.157, 0.334, -0.346, 0.365, 0.252, 0.651, -1.397, 0.288, 0.261, 0.099, 0.195, 0.292, 0.357, -1.491, -0.120]
}

---

Calculated lowest unoccupied orbital energy, 0.60; -3.59; -3.32; -2.59 eV (same order as the records).
Calculated relative energy (zero: lowest compared OMol25 entry of this formula, charge and spin), 79.8; 75.3; 47.0; 27.3 kcal per mole (same order as the records).